(1)
Molecular formula: H10IMnO5
Method: DFT, ωB97M-V with the def2-TZVPD basis set

The geometry in XYZ format:
```
17
Properties=species:S:1:pos:R:3:nbo_charge:R:1
Mn 0.2779 -0.1996 -0.1503 1.445
I 1.9506 -1.9251 -1.4627 -0.698
O -1.4863 -1.2649 -0.9725 -0.987
H -2.4124 -1.1206 -0.7385 0.505
H -1.4155 -2.1312 -1.4007 0.533
O 0.0723 1.1484 -1.8816 -0.978
H -0.6966 0.9468 -2.4338 0.511
H 0.4799 1.9395 -2.2551 0.522
O 0.2339 -1.5521 1.5917 -0.984
H 0.6376 -2.4320 1.5491 0.533
H 0.0332 -1.3708 2.5179 0.503
O 1.9469 1.0163 0.6849 -0.978
H 2.8365 1.1639 0.3368 0.529
H 1.7846 1.6933 1.3542 0.501
O -1.1504 1.1104 0.9531 -0.992
H -1.4477 1.2114 1.8668 0.519
H -1.6443 1.7664 0.4407 0.514
```

Properties
⟨S²⟩: 8.753
HOMO level (alpha / beta): -0.4121 / -0.4135 Eh
2S+1: 6
charge: +1
frontier orbital gap (alpha / beta): 7.455 / 7.502 eV

***

(2)
Molecular formula: C4H21CuNO18S3
Method: DFT, ωB97M-V with the def2-TZVPD basis set

The geometry in XYZ format:
```
48
Properties=species:S:1:pos:R:3:nbo_charge:R:1
Cu 16.9398 -0.6852 -22.2652 0.714
S 16.3518 3.6690 -24.5042 2.579
O 16.4012 2.8872 -25.7498 -1.139
O 17.0099 2.8737 -23.4123 -1.121
O 17.0924 4.9322 -24.5699 -1.128
O 14.9738 4.0022 -24.1135 -1.138
S 21.6059 -2.1940 -20.4722 2.608
O 20.7502 -1.6611 -21.5029 -1.149
O 21.8191 -1.0861 -19.5173 -1.130
O 21.0144 -3.3675 -19.7887 -1.148
O 22.8541 -2.6560 -21.0425 -1.158
S 16.0850 1.2089 -17.4186 2.593
O 17.3890 1.4054 -16.8485 -1.049
O 16.1011 0.2831 -18.5251 -1.091
O 15.0344 0.9676 -16.4393 -1.123
O 15.9888 2.5810 -17.9644 -1.079
C 14.8541 -2.5957 -27.7471 -0.619
C 16.3187 -2.4418 -27.8354 -0.087
C 16.7601 -1.7935 -29.1699 -0.079
O 18.1701 -1.4381 -29.0765 -0.551
C 19.1287 -2.4053 -29.0684 -0.242
N 16.8499 -1.6796 -26.7536 -0.804
H 14.4188 -1.5965 -27.7401 0.217
H 14.5346 -3.1346 -26.8551 0.222
H 14.4150 -3.0438 -28.6385 0.182
H 16.8686 -3.3827 -27.8132 0.160
H 15.9898 -1.0499 -29.3740 0.191
H 16.7090 -2.4436 -30.0432 0.138
H 18.9768 -3.1466 -28.2838 0.170
H 20.0585 -1.8606 -28.9046 0.206
H 19.1742 -2.8134 -30.0781 0.135
H 17.8304 -1.5144 -26.9311 0.371
H 16.5203 -0.7327 -26.8758 0.371
O 15.7382 -4.7007 -23.4803 -0.937
H 15.7999 -5.6358 -23.6754 0.447
H 15.7934 -4.2731 -24.3349 0.470
O 16.2499 -3.9099 -19.3723 -0.958
H 16.2651 -2.9536 -19.3335 0.498
H 16.3474 -4.1140 -20.3024 0.459
O 13.5040 0.5983 -22.0474 -0.987
H 13.7223 0.7721 -21.1317 0.492
H 13.5172 1.4595 -22.4649 0.493
O 19.6094 2.1178 -20.2554 -0.959
H 19.9706 1.2321 -20.2190 0.490
H 19.0458 2.1155 -21.0291 0.469
O 20.8394 0.7585 -24.6050 -0.979
H 20.5856 0.1089 -23.9493 0.496
H 20.0582 1.2993 -24.7219 0.482
```

Properties
HOMO level: 0.2301 Eh
2S+1: 1
charge: -5
frontier orbital gap: 1.424 eV

***

(3)
Molecular formula: C46H94O12
Method: DFT, ωB97M-V with the def2-TZVPD basis set

The geometry in XYZ format:
```
152
Properties=species:S:1:pos:R:3:lowdin_charge:R:1
C -2.5055 0.3789 13.8679 -0.151
C -2.7502 -0.7919 12.9315 -0.145
C -1.3375 -1.3577 12.6237 -0.157
O -0.5399 -0.9632 13.7468 -0.164
C -1.0367 0.2205 14.2936 -0.213
H -3.1203 0.5458 14.7564 0.109
H -2.7403 1.3019 13.3345 0.105
H -3.1196 -0.3852 11.9875 0.105
H -3.4713 -1.5642 13.1947 0.107
H -0.8852 -0.8991 11.7390 0.105
H -1.3132 -2.4362 12.4751 0.119
H -0.5584 1.1106 13.8692 0.092
H -0.8295 0.1882 15.3639 0.111
C 1.2043 2.7184 8.7491 -0.146
C 1.4147 4.2089 8.4129 -0.161
C 1.2148 4.3264 6.9058 -0.168
O 1.1444 2.9857 6.3498 -0.136
C 0.6917 2.1573 7.4126 -0.203
H 0.5745 2.4671 9.6009 0.102
H 2.1783 2.2720 8.9548 0.075
H 2.4170 4.5261 8.7026 0.093
H 0.7401 4.8839 8.9395 0.080
H 2.0487 4.9026 6.5040 0.118
H 0.2946 4.8312 6.6064 0.116
H 0.9533 1.1050 7.2942 0.095
H -0.4018 2.1240 7.3318 0.123
C 0.7059 0.3210 18.6213 -0.189
C 1.5183 1.1690 17.6683 -0.180
C 2.2193 2.0920 18.6525 -0.199
O 1.4218 2.1555 19.8367 -0.128
C 0.2680 1.3299 19.6732 -0.192
H 1.2578 -0.4784 19.1139 0.114
H -0.1685 -0.0771 18.1015 0.105
H 0.8931 1.6414 16.9091 0.108
H 2.2033 0.5313 17.1047 0.101
H 2.3591 3.1284 18.3316 0.099
H 3.2322 1.7362 18.8631 0.121
H -0.5648 1.9545 19.3422 0.122
H 0.0512 0.7891 20.5941 0.120
C 2.7304 2.8036 12.2245 -0.143
C 1.6834 1.8204 12.6923 -0.164
C 2.3998 0.7896 13.5745 -0.181
O 3.6798 0.7331 12.9747 -0.143
C 4.0021 1.9069 12.2211 -0.184
H 2.9497 3.6684 12.8539 0.095
H 2.5115 3.2296 11.2445 0.091
H 1.1028 1.4092 11.8670 0.101
H 1.0017 2.4599 13.2628 0.103
H 1.9088 -0.1857 13.6128 0.101
H 2.4367 1.0451 14.6411 0.102
H 4.2248 1.7162 11.1682 0.088
H 4.8813 2.2966 12.7338 0.100
C 5.4917 4.0078 16.6415 -0.156
C 4.3375 3.7373 15.6776 -0.150
C 3.2564 4.7753 16.0364 -0.185
O 3.8060 5.5593 17.0881 -0.132
C 4.8488 4.8782 17.7584 -0.192
H 6.3423 4.5038 16.1708 0.103
H 5.8859 3.0599 17.0101 0.106
H 3.9611 2.7842 16.0555 0.096
H 4.6364 3.6621 14.6349 0.084
H 2.3994 4.2271 16.4388 0.095
H 2.9114 5.4354 15.2423 0.112
H 4.5728 4.2087 18.5775 0.105
H 5.5933 5.5818 18.1256 0.118
C 0.7777 -2.6279 16.6206 -0.165
C 1.9874 -3.1377 17.3632 -0.169
C 1.9620 -4.6143 16.9490 -0.192
O 1.7872 -4.4948 15.5497 -0.190
C 0.8880 -3.3778 15.2724 -0.142
H 0.8401 -1.5482 16.4986 0.085
H -0.1232 -2.9826 17.1213 0.121
H 1.9655 -2.8993 18.4266 0.110
H 2.9217 -2.7674 16.9363 0.115
H 1.1430 -5.2041 17.3703 0.123
H 2.9176 -5.0772 17.1944 0.126
H -0.0749 -3.7383 14.9151 0.119
H 1.3951 -2.7815 14.5155 0.100
C 6.5350 3.9700 10.9831 -0.200
C 6.1252 5.2335 11.6997 -0.162
C 7.5096 5.8043 11.9620 -0.205
O 8.1758 5.5712 10.7180 -0.130
C 7.7153 4.3628 10.0946 -0.167
H 5.7275 3.3674 10.5637 0.081
H 6.9173 3.2843 11.7507 0.105
H 5.5637 5.0609 12.6190 0.102
H 5.5730 5.8832 11.0184 0.121
H 7.9828 5.3714 12.8501 0.117
H 7.5168 6.8703 12.1949 0.120
H 8.4949 3.6028 10.1312 0.108
H 7.3294 4.5333 9.0890 0.117
C 4.2639 1.2325 6.9172 -0.151
C 5.5468 0.8160 6.2080 -0.156
C 6.0817 2.1924 5.8302 -0.193
O 5.7986 3.0054 6.9754 -0.142
C 4.7784 2.3911 7.7531 -0.203
H 3.8331 0.4783 7.5736 0.089
H 3.6054 1.6067 6.1328 0.119
H 5.4281 0.2744 5.2680 0.116
H 6.2273 0.2772 6.8684 0.099
H 5.5712 2.6145 4.9604 0.120
H 7.1545 2.2163 5.6362 0.120
H 3.9914 3.1382 7.8762 0.102
H 5.1946 2.0794 8.7156 0.096
C -0.0187 5.6020 11.4474 -0.185
C -0.9175 6.5022 10.6398 -0.163
C -0.1081 7.7969 10.4688 -0.186
O 1.0267 7.6293 11.2886 -0.125
C 1.3443 6.2646 11.4465 -0.216
H 0.0207 4.5670 11.1009 0.094
H -0.3210 5.5324 12.4945 0.114
H -1.8946 6.6430 11.1059 0.108
H -1.2067 6.0453 9.6900 0.100
H -0.6185 8.7091 10.7717 0.120
H 0.2061 7.8925 9.4241 0.116
H 1.8327 6.1187 12.4111 0.111
H 2.0222 5.8251 10.7073 0.099
C 6.7077 -0.2905 10.0305 -0.168
C 7.9992 0.1523 9.2929 -0.166
C 8.8980 0.2347 10.5067 -0.201
O 8.6069 -1.0112 11.1712 -0.123
C 7.2407 -1.3498 10.9651 -0.203
H 5.9268 -0.4433 9.2829 0.096
H 6.3620 0.6104 10.5478 0.091
H 7.9165 1.1394 8.8334 0.106
H 8.4342 -0.5985 8.6350 0.121
H 8.7044 1.1018 11.1408 0.113
H 9.9397 0.1567 10.1963 0.123
H 6.5798 -1.4666 11.8279 0.103
H 7.1468 -2.3233 10.4721 0.121
C 2.4435 -1.6344 8.9609 -0.148
C 1.3727 -1.8808 7.9231 -0.156
C 0.1061 -1.4751 8.6697 -0.180
O 0.5483 -0.3584 9.4438 -0.173
C 1.8490 -0.5639 9.9423 -0.185
H 3.4051 -1.3250 8.5528 0.084
H 2.6330 -2.5773 9.4787 0.105
H 1.4506 -2.8990 7.5486 0.117
H 1.4967 -1.1582 7.1137 0.103
H -0.2897 -2.2405 9.3436 0.118
H -0.7027 -1.1349 8.0253 0.122
H 1.8745 -0.8968 10.9867 0.109
H 2.4381 0.3531 10.0212 0.093
C 4.5189 -2.9424 13.5722 -0.061
C 3.6759 -3.9091 12.7024 -0.326
O 3.4103 -5.1270 13.3323 -0.084
H 4.1349 -3.0489 14.5882 0.057
H 4.4344 -1.8847 13.3114 0.051
H 5.5869 -3.1577 13.5291 0.067
H 4.0957 -4.1379 11.7221 0.105
H 2.7019 -3.4427 12.4956 0.092
H 2.9343 -4.9901 14.1650 0.043
```

Properties
HOMO level: -0.3508 Eh
2S+1: 1
charge: 0
structure (SMILES): C1CCOC1.C1CCOC1.C1CCOC1.C1CCOC1.C1CCOC1.C1CCOC1.C1CCOC1.C1CCOC1.C1CCOC1.C1CCOC1.C1CCOC1.CCO
frontier orbital gap: 9.863 eV

***

(4)
Molecular formula: C4H10O2
Method: DFT, ωB97M-V with the def2-TZVPD basis set

The geometry in XYZ format:
```
16
Properties=species:S:1:pos:R:3:nbo_charge:R:1
C 2.3845 -0.4881 -0.3751 -0.244
O 1.1979 -0.1801 0.3287 -0.557
C 0.0727 -0.0850 -0.5212 -0.135
C -1.2025 -0.2235 0.2887 0.333
C -2.3876 0.1737 -0.1558 -0.551
O -1.0325 -0.7751 1.5089 -0.675
H 2.2809 -1.4326 -0.9310 0.170
H 2.6503 0.3072 -1.0871 0.173
H 3.1875 -0.5907 0.3589 0.199
H 0.0479 -0.9331 -1.2115 0.188
H 0.1168 0.8521 -1.1014 0.195
H -0.4281 1.8290 1.1653 -0.033
H -3.2709 0.0729 0.4625 0.218
H -2.4869 0.5294 -1.1758 0.206
H -1.0514 1.8136 0.7819 0.018
H -0.0785 -0.8697 1.6640 0.497
```

Properties
HOMO level: -0.3155 Eh
2S+1: 1
charge: 0
structure (SMILES): C=C(O)COC.[H][H]
frontier orbital gap: 9.482 eV

***

(5)
Molecular formula: C2H2O5S
Method: DFT, ωB97M-V with the def2-TZVPD basis set

The geometry in XYZ format:
```
10
Properties=species:S:1:pos:R:3:nbo_charge:R:1
C 2.8808 -0.6974 0.1592 0.996
C 0.2108 -0.4411 -0.0494 -1.080
O 3.3412 -1.4984 -0.5572 -0.638
O -0.7453 -2.7372 -1.2814 -1.057
O 3.0981 0.2062 0.9199 -0.681
O -0.9764 -2.5313 1.2787 -1.059
O -2.3692 -1.1698 -0.2520 -1.087
S -1.0269 -1.8438 -0.0790 2.268
H -0.1280 0.3368 0.7229 0.171
H 0.3349 0.0180 -1.1247 0.168
```

Properties
HOMO level (alpha / beta): 0.0352 / 0.0353 Eh
2S+1: 1
charge: -2
frontier orbital gap (alpha / beta): 5.348 / 5.348 eV

***

(6)
Molecular formula: C25H28B3F33NO10PS
Method: DFT, ωB97M-V with the def2-TZVPD basis set

The geometry in XYZ format:
```
102
Properties=species:S:1:pos:R:3:lowdin_charge:R:1
C 0.0573 1.0445 -6.4155 -0.015
C -0.9077 2.2271 -7.0730 -0.248
O -0.4921 3.5151 -7.1963 -0.040
N -2.2919 1.7906 -7.5094 0.004
C -2.8651 2.6645 -8.6029 -0.067
B -3.2416 1.6097 -6.3397 -0.491
O -4.1382 2.6307 -5.7628 0.178
B -5.5176 2.0290 -5.8142 -0.280
C -6.8438 2.8630 -6.4029 -0.149
C -6.5773 3.2199 -7.9808 -0.060
F -8.0272 1.9269 -6.3794 -0.110
O -5.7965 0.6147 -5.3780 0.163
B -4.7384 -0.1644 -6.0496 -0.475
P -4.9795 -1.5817 -7.3130 0.426
O -6.3475 -2.6162 -7.0112 -0.254
O -5.2080 -0.7949 -8.8892 -0.303
S -3.2673 -2.5202 -7.4452 0.309
O -3.3237 0.2356 -5.7282 0.115
H -0.0899 -0.0070 -6.9098 0.097
H 1.1679 1.3766 -6.6326 0.098
H -0.0550 0.9600 -5.2393 0.106
H -2.9281 3.7902 -8.2840 0.116
H -3.9707 2.3100 -8.8538 0.087
H -2.2474 2.4885 -9.6011 0.130
H -7.1469 3.7755 -5.7351 0.159
H -7.6181 3.5990 -8.4199 0.109
H -6.2633 2.2458 -8.5880 0.095
H -5.8198 4.0997 -8.1356 0.100
H -6.5194 -3.0669 -7.9109 0.104
H -4.4472 -0.1302 -9.0442 0.078
C -3.2734 3.7635 -2.6937 -0.051
C -3.9711 5.1172 -2.8896 -0.424
C -3.1447 6.1648 -3.6282 -0.285
F -2.0049 6.4778 -2.9695 0.087
F -3.8417 7.3263 -3.7501 0.092
F -4.3951 5.5806 -1.6836 0.130
F -5.1088 4.8848 -3.6169 0.099
O -2.6568 3.5538 -1.4208 0.043
C -1.3361 4.0759 -1.2881 -0.461
C -1.2361 5.1794 -0.2282 -0.260
F -2.0451 6.2296 -0.5203 0.096
F 0.0292 5.6749 -0.1539 0.101
F -0.8848 4.4667 -2.5035 0.131
F -0.5579 3.0195 -0.9251 0.111
H -4.0605 3.0006 -2.7404 0.153
H -2.6013 3.5118 -3.5229 0.140
H -2.8838 5.8290 -4.6349 0.176
H -1.5162 4.8025 0.7594 0.170
C 2.8543 0.9361 2.8804 -0.055
C 3.1396 2.1574 3.7662 -0.427
C 2.2661 2.2656 5.0117 -0.289
F 0.9524 2.3821 4.7092 0.085
F 2.5886 3.3756 5.7282 0.094
F 3.0665 3.2852 3.0102 0.125
F 4.4456 2.0677 4.1709 0.102
O 2.0122 1.1654 1.7478 0.034
C 0.6108 1.1080 2.0066 -0.468
C -0.0951 2.4470 1.7612 -0.274
F 0.4089 3.4309 2.5490 0.089
F -1.4222 2.3619 2.0501 0.096
F 0.4053 0.6219 3.2536 0.124
F 0.1180 0.1670 1.1552 0.138
H 3.8164 0.6389 2.4447 0.151
H 2.5360 0.0607 3.4592 0.134
H 2.3970 1.4004 5.6664 0.152
H 0.0105 2.7620 0.7193 0.136
C 3.5871 -3.0303 6.7339 -0.058
C 3.5577 -1.5151 6.4868 -0.422
C 4.4275 -0.6932 7.4321 -0.282
F 4.0446 -0.8203 8.7237 0.089
F 4.3343 0.6316 7.1391 0.089
F 2.2679 -1.0847 6.4999 0.121
F 4.0045 -1.3046 5.2087 0.096
O 2.5054 -3.5617 7.5033 0.041
C 2.6674 -3.4866 8.9184 -0.475
C 1.6173 -2.5944 9.5912 -0.263
F 1.6673 -1.3213 9.1229 0.087
F 1.8240 -2.5210 10.9343 0.094
F 3.9381 -3.1168 9.2047 0.124
F 2.5415 -4.7643 9.3711 0.138
H 3.4774 -3.5058 5.7512 0.122
H 4.5611 -3.3792 7.0975 0.143
H 5.4802 -0.9758 7.3518 0.177
H 0.6076 -2.9775 9.4192 0.176
C 4.6744 -5.6013 2.2311 -0.051
C 4.6053 -5.2280 3.7188 -0.429
C 5.5574 -6.0060 4.6211 -0.283
F 5.3073 -7.3357 4.6067 0.090
F 5.4220 -5.6102 5.9152 0.090
F 3.3191 -5.3338 4.1473 0.124
F 4.9195 -3.8980 3.8176 0.095
O 3.6807 -6.5190 1.7676 0.034
C 3.9831 -7.8987 1.9660 -0.476
C 2.9970 -8.5940 2.9122 -0.263
F 2.9871 -8.0145 4.1397 0.088
F 3.3366 -9.8980 3.1028 0.095
F 5.2724 -8.0223 2.3608 0.122
F 3.9160 -8.4708 0.7326 0.139
H 4.4713 -4.6796 1.6715 0.153
H 5.6834 -5.8937 1.9163 0.148
H 6.5994 -5.8448 4.3338 0.177
H 1.9789 -8.5585 2.5145 0.177
```

Properties
HOMO level: -0.3456 Eh
2S+1: 1
charge: 0
structure (SMILES): CC(=O)N(C)B1OB([C@@H](C)F)OB(P(O)(O)=S)O1.FC(F)C(F)(F)COC(F)(F)C(F)F.FC(F)C(F)(F)COC(F)(F)C(F)F.FC(F)C(F)(F)COC(F)(F)C(F)F.FC(F)C(F)(F)COC(F)(F)C(F)F
frontier orbital gap: 8.011 eV

***

(7)
Molecular formula: C2H8N4
Method: DFT, ωB97M-V with the def2-TZVPD basis set

The geometry in XYZ format:
```
14
Properties=species:S:1:pos:R:3:nbo_charge:R:1
C 0.1933 0.1109 0.1126 0.316
C -1.1783 0.2974 0.3615 0.261
N -0.2822 1.3280 0.0181 -0.336
N 1.3443 -0.4497 0.0182 -0.393
N -2.3148 -0.1516 -0.5053 -0.765
N 2.5337 0.3830 -0.3021 -0.497
H -2.4949 0.3878 2.4414 0.083
H 1.4057 -1.3776 0.3022 0.456
H -3.0461 0.5489 -0.2918 0.479
H -2.6099 -1.1303 -0.5567 0.485
H -2.4026 0.2222 -1.5126 0.464
H 2.7888 0.0928 -1.3433 0.491
H 3.1979 0.1864 0.3789 0.477
H 2.0331 1.2449 -0.4517 0.479
```

Properties
HOMO level (alpha / beta): -0.6615 / -0.6530 Eh
2S+1: 1
charge: +2
frontier orbital gap (alpha / beta): 8.822 / 10.030 eV

***

(8)
Molecular formula: C5H6N
Method: DFT, ωB97M-V with the def2-TZVPD basis set

The geometry in XYZ format:
```
12
Properties=species:S:1:pos:R:3:nbo_charge:R:1
C 0.5302 0.3917 1.2228 -0.053
C -0.5201 -0.4501 1.1801 0.248
C -1.4702 -1.3175 1.1584 -0.418
C 1.2946 0.3064 -1.0382 0.013
C 0.2540 0.9191 -1.6897 -0.144
N 1.3743 0.3905 0.2296 -0.161
H 0.8282 0.8813 2.1647 0.264
H -2.6040 -1.0820 1.2659 0.309
H -1.4375 -2.3298 1.0485 0.277
H 2.0377 -0.0804 -1.5304 0.221
H -0.5938 1.2369 -1.1954 0.200
H 0.3065 1.1340 -2.8163 0.243
```

Properties
HOMO level (alpha / beta): -0.5287 / -0.5423 Eh
2S+1: 1
charge: +1
frontier orbital gap (alpha / beta): 7.404 / 7.657 eV

***

Number 1: F_max 1.35 eV Å⁻¹, energy -49817.8718 eV. Number 2: F_max 4.81 eV Å⁻¹, energy -119960.1511 eV. Number 3: F_max 2.24 eV Å⁻¹, energy -73789.6525 eV. Number 4: F_max 0.86 eV Å⁻¹, energy -8402.6999 eV. Number 5: F_max 2.58 eV Å⁻¹, energy -23176.9587 eV. Number 6: F_max 8.67 eV Å⁻¹, energy -160176.8765 eV. Number 7: F_max 7.08 eV Å⁻¹, energy -8137.8040 eV. Number 8: F_max 5.51 eV Å⁻¹, energy -6759.6872 eV.